# 1
Below is a 6-piece molecular cluster, C23H55FO20S6 overall, with properties calculated with ωB97M-V with the def2-TZVPD basis set.

Properties
Structure (SMILES): CCCOC[C@@H]1OS(=O)(=O)O[C@@H]1[C@@H](C)F.CCOS(C)(=O)=O.CCOS(C)(=O)=O.CCOS(C)(=O)=O.CCOS(C)(=O)=O.CCOS(C)(=O)=O
LUMO energy: 0.018 Eh
Total energy: -133418.983 eV

```
105
C23H55FO20S6, DFT ωB97M-V with the def2-TZVPD basis set
C 8.1286 3.1996 -3.8102
C 7.5797 3.5298 -5.2100
C 6.4063 4.5254 -5.2221
O 5.2563 4.0803 -5.9326
C 4.7017 2.8486 -5.5315
C 4.4213 2.7086 -4.0288
O 5.0840 1.5251 -3.5070
S 4.1572 0.2440 -3.6964
O 3.9530 -0.3395 -2.4173
O 4.6039 -0.5469 -4.7846
O 2.8432 1.0237 -4.1598
C 2.9694 2.3824 -3.6881
C 1.8881 3.3098 -4.2123
C 0.5240 2.6693 -4.2508
F 1.8878 4.3768 -3.3128
H 8.0469 2.1364 -3.5841
H 9.1796 3.4708 -3.7128
H 7.5880 3.7377 -3.0277
H 8.3813 3.9480 -5.8206
H 7.2757 2.6185 -5.7238
H 6.6870 5.4475 -5.7298
H 6.1364 4.8114 -4.1982
H 5.3170 2.0037 -5.8527
H 3.7644 2.7625 -6.0823
H 4.7274 3.5864 -3.4658
H 2.8698 2.3719 -2.5966
H 2.1567 3.7276 -5.1849
H -0.2277 3.4412 -4.4117
H 0.4726 1.9396 -5.0579
H 0.3035 2.1693 -3.3065
C 3.5267 -1.7846 0.3965
C 2.6754 -2.6723 -0.4773
O 2.7229 -4.0760 -0.0822
S 1.9337 -4.4983 1.2190
C 1.9972 -6.2384 0.9726
O 0.5790 -4.0365 1.1134
O 2.6814 -4.1622 2.3915
H 3.1564 -1.7461 1.4199
H 3.5192 -0.7798 -0.0208
H 4.5556 -2.1436 0.4216
H 1.6307 -2.3599 -0.4898
H 3.0418 -2.6813 -1.5002
H 1.4392 -6.4885 0.0749
H 1.5402 -6.6886 1.8512
H 3.0386 -6.5375 0.8905
C -1.4886 -3.0924 3.3189
C -2.8334 -3.3166 3.9667
O -2.7367 -3.7582 5.3543
S -2.3534 -2.6762 6.4434
C -2.7563 -3.6327 7.8637
O -3.2609 -1.5695 6.3252
O -0.9478 -2.4180 6.4267
H -0.9559 -2.2596 3.7749
H -1.6324 -2.8769 2.2608
H -0.8635 -3.9791 3.4015
H -3.4632 -2.4260 3.9383
H -3.3736 -4.1295 3.4853
H -3.8228 -3.8453 7.8650
H -2.4810 -3.0284 8.7256
H -2.1722 -4.5487 7.8402
C -9.4134 -2.7841 9.7189
C -9.4276 -1.9715 8.4438
O -8.1255 -1.8875 7.8118
S -7.6171 -3.1640 7.0033
C -6.2188 -2.4204 6.2576
O -8.6192 -3.4941 6.0311
O -7.1866 -4.1778 7.9201
H -9.1926 -3.8313 9.5232
H -10.3946 -2.7152 10.1904
H -8.6638 -2.3996 10.4103
H -10.1402 -2.3651 7.7169
H -9.6831 -0.9324 8.6472
H -6.5307 -1.6238 5.5859
H -5.7042 -3.2074 5.7086
H -5.5766 -2.0320 7.0421
C 7.9536 3.7614 -9.6318
C 7.1541 2.9381 -10.6161
O 7.0550 1.5367 -10.2364
S 6.0997 1.1868 -9.0231
C 6.0435 -0.5541 -9.2455
O 4.8094 1.7613 -9.2656
O 6.7595 1.4820 -7.7852
H 7.4528 3.8300 -8.6675
H 8.0726 4.7681 -10.0349
H 8.9407 3.3263 -9.4764
H 6.1445 3.3279 -10.7487
H 7.6377 2.9001 -11.5896
H 5.5534 -0.7726 -10.1899
H 5.4682 -0.9456 -8.4084
H 7.0588 -0.9405 -9.2228
C -7.3375 3.9749 3.4404
C -6.9761 3.2725 4.7290
O -8.0434 2.4200 5.2276
S -8.2936 1.0487 4.4732
C -9.3013 0.2881 5.6914
O -7.0446 0.3475 4.3720
O -9.0516 1.2743 3.2815
H -7.4601 3.2710 2.6196
H -6.5377 4.6715 3.1858
H -8.2667 4.5332 3.5528
H -6.0740 2.6682 4.6291
H -6.8231 3.9829 5.5385
H -8.7091 0.1535 6.5901
H -9.5966 -0.6772 5.2807
H -10.1732 0.9126 5.8680
```

# 2
Below is C23H55N3O2P4V as an isolated structure at a distorted geometry, with properties calculated with ωB97M-V with the def2-TZVPD basis set.

Properties
⟨S²⟩: 0.83
Spin multiplicity: 2
LUMO energy (alpha / beta): -0.532 / -0.502 Eh
Total energy: -96112.017 eV
Total charge: +4

```
88
C23H55N3O2P4V, DFT ωB97M-V with the def2-TZVPD basis set
V 0.1691 1.1117 0.1688
P 0.2251 -0.5928 1.7654
P -5.1081 -1.6348 0.3213
P 1.8968 2.3816 1.4777
H -3.2565 0.3890 -1.4121
C -2.5629 0.9565 -0.7818
C -1.2223 0.2975 -0.8181
H -1.2915 -0.7906 -0.8243
C -0.7405 -0.3997 3.2921
C -0.4096 -2.1882 1.1402
C 1.8411 -1.1486 2.4135
C -6.6109 -1.4499 -0.6319
C -3.8983 -2.5422 -0.6431
C -5.4526 -2.5142 1.8441
C 2.1702 4.1392 1.0458
C 3.5748 1.7112 1.2029
C 1.7488 2.4328 3.3059
H -2.5490 1.9830 -1.1697
H -0.6886 0.6279 -1.7502
H -0.6205 -1.3144 3.8876
H -1.7972 -0.2410 3.0544
H -0.3871 0.4675 3.8590
H -0.5376 -2.8629 1.9983
H 0.3057 -2.6292 0.4319
H -1.3819 -2.0643 0.6460
H 1.6620 -2.0637 2.9941
H 2.2911 -0.3896 3.0611
H 2.5216 -1.3743 1.5823
H -7.0862 -2.4367 -0.7257
H -6.3716 -1.0511 -1.6268
H -7.2897 -0.7539 -0.1217
H -4.4141 -3.0014 -1.4974
H -3.4474 -3.3236 -0.0177
H -3.1091 -1.8833 -1.0285
H -6.3901 -3.0771 1.7154
H -5.5648 -1.7945 2.6689
H -4.6238 -3.2023 2.0677
H 3.1955 4.4225 1.3270
H 1.4558 4.7887 1.5665
H 2.0481 4.2694 -0.0385
H 4.3078 2.4240 1.6006
H 3.7510 1.5760 0.1287
H 3.6922 0.7462 1.7063
H 2.4077 3.2249 3.6867
H 2.0391 1.4766 3.7539
H 0.7162 2.6650 3.5931
C -2.6924 1.7491 1.4743
C -3.2459 1.8157 2.7599
C -2.6715 2.6843 3.6771
C -1.6623 3.5773 3.3013
C -1.1743 3.5451 2.0121
C -1.5527 2.5124 1.1091
O -3.3754 0.9926 0.5387
H -4.5907 -0.3499 0.6298
H -4.1075 1.1989 3.0202
H -2.9993 2.6836 4.7101
H -1.2696 4.3040 4.0170
H -0.4945 4.3083 1.6231
H -1.1819 2.6177 0.0505
C 2.8819 1.9209 -2.9662
N 3.1697 0.4852 -3.0101
C 4.3558 0.1137 -3.7732
P 2.2573 -0.5899 -2.1384
O 1.6952 0.1049 -0.9597
N 1.1498 -1.2637 -3.1663
C 0.1512 -2.2383 -2.7266
C 1.0405 -0.8989 -4.5737
N 3.2594 -1.8163 -1.6647
C 3.0897 -3.2230 -1.9882
C 4.3932 -1.5164 -0.7879
H 3.4284 2.4088 -3.7858
H 3.2117 2.3735 -2.0146
H 1.8055 2.1176 -3.1038
H 5.2683 0.5005 -3.2904
H 4.4435 -0.9778 -3.8656
H 4.2977 0.5518 -4.7823
H -0.8536 -1.8761 -2.9958
H 0.3068 -3.2057 -3.2331
H 0.1816 -2.3996 -1.6390
H 1.5703 0.0408 -4.7733
H 1.4566 -1.6892 -5.2215
H -0.0210 -0.7702 -4.8334
H 2.3513 -3.7066 -1.3272
H 2.7926 -3.3673 -3.0365
H 4.0531 -3.7252 -1.8294
H 5.3279 -1.4004 -1.3642
H 4.2227 -0.6010 -0.2008
H 4.5229 -2.3576 -0.0910
```

# 3
Below is C23H55N3OP4STl as an isolated structure at a distorted geometry, with properties calculated with ωB97M-V with the def2-TZVPD basis set.

Properties
LUMO energy (alpha / beta): -0.417 / -0.465 Eh
Total energy: -83917.204 eV
Total charge: +3
Energy relative to the best compared isomer or geometry (same formula, charge and spin): 0.0 kcal per mole

```
88
C23H55N3OP4STl, DFT ωB97M-V with the def2-TZVPD basis set
Tl -0.2039 0.1617 -0.7175
P -1.2610 -2.5460 -1.5316
P 2.2100 -0.7293 -1.6919
P -2.9629 0.6879 -0.2527
H 2.4699 7.4480 -4.3037
C 1.7887 7.7858 -3.5104
C 2.2311 7.9889 -2.2604
H 3.2858 7.8072 -2.0063
C -1.8460 -2.8238 -3.2465
C -0.1479 -3.9909 -1.3681
C -2.6846 -3.2095 -0.5871
C 3.3384 0.6848 -1.4116
C 3.1523 -2.1817 -1.0935
C 2.1761 -0.8989 -3.5196
C -3.1181 2.4809 0.0860
C -4.0121 -0.0124 1.0737
C -4.0184 0.4557 -1.7394
H 0.7757 8.0587 -3.8293
H 1.6068 8.4284 -1.4748
H -2.2228 -3.8532 -3.3258
H -1.0144 -2.6803 -3.9466
H -2.6449 -2.1143 -3.4871
H -0.7555 -4.9009 -1.4888
H 0.3312 -4.0035 -0.3812
H 0.6280 -3.9687 -2.1422
H -2.8228 -4.2602 -0.8801
H -3.6024 -2.6493 -0.8019
H -2.4840 -3.1602 0.4920
H 4.3793 0.3906 -1.6279
H 3.2602 1.0061 -0.3610
H 3.0552 1.5417 -2.0413
H 3.5726 -2.7572 -1.9333
H 2.4719 -2.8351 -0.5268
H 3.9746 -1.8772 -0.4280
H 3.1988 -0.8542 -3.9267
H 1.5758 -0.0838 -3.9473
H 1.7145 -1.8549 -3.8061
H -4.1821 2.7559 0.1735
H -2.6455 3.0788 -0.7052
H -2.5954 2.7206 1.0246
H -5.0547 0.3170 0.9341
H -3.6623 0.3207 2.0615
H -3.9738 -1.1099 1.0419
H -4.9469 1.0364 -1.6268
H -4.2694 -0.6046 -1.8817
H -3.4712 0.8031 -2.6240
C 0.6048 3.4721 -1.0929
C -0.1632 3.2382 -2.2600
C 0.1805 3.8440 -3.4629
C 1.2444 4.7652 -3.5080
C 2.0206 4.9833 -2.3655
C 1.7207 4.3510 -1.1728
S 0.2843 2.7396 0.4061
H -0.7593 0.4044 -2.4689
H -1.0117 2.5537 -2.2249
H -0.3845 3.6141 -4.3716
H 1.4341 5.3373 -4.4249
H 2.8206 5.7321 -2.3736
H 2.3171 4.5217 -0.2830
C 2.8565 -1.6155 2.6078
N 1.6882 -1.1485 3.3862
C 1.8062 0.2768 3.6736
P 0.2287 -1.7527 2.8128
O -0.0795 -1.4490 1.3795
N 0.5213 -3.3662 3.0968
C -0.2355 -4.4291 2.4607
C 1.0703 -3.7630 4.3917
N -0.9602 -1.3094 3.9044
C -1.3848 0.1013 3.8512
C -2.1086 -2.2032 4.0805
H 3.7496 -1.3604 3.1957
H 2.9175 -1.1119 1.6177
H 2.8155 -2.7077 2.4604
H 1.4696 0.9274 2.8422
H 1.2551 0.5309 4.5827
H 2.8663 0.4884 3.8581
H 0.4692 -5.2091 2.1251
H -0.7864 -4.0423 1.5882
H -0.9530 -4.9088 3.1568
H 1.6002 -4.7110 4.2463
H 1.7720 -3.0036 4.7608
H 0.2734 -3.9164 5.1396
H -1.3583 0.4920 2.8109
H -0.7474 0.7164 4.5039
H -2.4217 0.1588 4.2139
H -1.7890 -3.1815 4.4665
H -2.7821 -1.7362 4.8099
H -2.6557 -2.3220 3.1260
```

# 4
Below is C23H56B3BrN3O3P as an isolated structure at a distorted geometry, with properties calculated with ωB97M-V with the def2-TZVPD basis set.

Properties
LUMO energy: 0.012 Eh
Total energy: -116739.270 eV

```
90
C23H56B3BrN3O3P, DFT ωB97M-V with the def2-TZVPD basis set
C -6.4926 0.7759 -1.4553
C -6.0794 -0.6570 -1.7975
P -4.5862 -1.1707 -0.8298
C -3.5291 -2.2544 -1.8841
C -2.4220 -2.9316 -1.0902
B -3.5870 0.4263 -0.3691
O -2.6969 1.0241 -1.2535
B -1.8411 1.9753 -0.7173
C -0.3996 2.2956 -1.2513
C 0.5074 1.0865 -1.5498
C -0.0820 -0.0086 -2.4439
C -0.6428 0.4476 -3.7993
N 0.0490 1.5485 -4.4663
O -2.3304 2.6924 0.3807
B -2.7522 1.7600 1.3075
C -2.0557 1.5680 2.7031
C -0.9661 0.5159 2.5777
C -1.4641 -0.8668 2.1434
Br -0.0798 0.3397 4.3446
O -3.7888 0.9245 0.8955
H -6.5967 0.8843 -0.3801
H -7.4558 0.9738 -1.9125
H -5.7567 1.4853 -1.8233
H -6.8819 -1.3108 -1.4765
H -5.9534 -0.7854 -2.8672
H -3.1122 -1.7523 -2.7546
H -4.1915 -3.0245 -2.2698
H -2.7460 -3.1958 -0.0871
H -1.5346 -2.3101 -1.0212
H -2.1386 -3.8529 -1.5911
H 0.0863 2.8864 -0.4786
H -0.4777 2.9628 -2.1058
H 1.4044 1.4621 -2.0401
H 0.8560 0.6553 -0.6153
H -0.8516 -0.5193 -1.8739
H 0.7072 -0.7364 -2.6204
H -1.7022 0.6643 -3.7356
H -0.5680 -0.4136 -4.4633
H -0.3746 2.4364 -4.2451
H 1.0418 1.5566 -4.2803
H -2.7895 1.2355 3.4323
H -1.5964 2.5038 3.0009
H -0.1655 0.8415 1.9272
H -1.2296 -1.5996 2.9021
H -0.9888 -1.1923 1.2221
H -2.5410 -0.8999 2.0043
C 2.8646 3.4478 -6.0404
C 4.0874 2.8649 -6.7324
N 4.3259 1.4778 -6.3823
C 5.6384 0.9968 -6.7757
C 5.9691 0.9406 -8.2717
C 3.2159 0.5705 -6.6251
C 2.6566 0.4800 -8.0494
H 2.9246 3.3023 -4.9599
H 2.8031 4.5196 -6.2336
H 1.9381 2.9968 -6.3996
H 4.9614 3.4438 -6.4218
H 3.9870 3.0151 -7.8189
H 5.7872 0.0046 -6.3411
H 6.3792 1.6389 -6.2881
H 5.4523 0.1240 -8.7739
H 7.0397 0.7702 -8.4031
H 5.7230 1.8724 -8.7817
H 2.3946 0.8541 -5.9620
H 3.5116 -0.4271 -6.2906
H 2.4959 1.4639 -8.4917
H 1.6898 -0.0269 -8.0286
H 3.3044 -0.0929 -8.7114
C 1.2170 -2.5190 6.4860
C 0.9842 -2.9047 7.9385
N 1.3173 -1.8376 8.8623
C 1.3924 -2.2689 10.2462
C 0.1123 -2.7876 10.9124
C 0.6460 -0.5715 8.6230
C -0.8875 -0.5588 8.6093
H 2.2333 -2.1506 6.3387
H 1.0743 -3.3882 5.8420
H 0.5191 -1.7495 6.1554
H 1.6225 -3.7613 8.1727
H -0.0550 -3.2528 8.0515
H 1.7955 -1.4463 10.8432
H 2.1472 -3.0603 10.2992
H -0.5859 -1.9824 11.1377
H 0.3625 -3.2684 11.8606
H -0.3994 -3.5282 10.2971
H 0.9950 -0.1822 7.6622
H 1.0057 0.1503 9.3604
H -1.3005 -1.3705 8.0089
H -1.2399 0.3779 8.1723
H -1.3097 -0.6229 9.6113
```

# 5
Below is a 9-piece molecular cluster, C23H56F5NO14S9 overall at a distorted geometry, with properties calculated with ωB97M-V with the def2-TZVPD basis set.

Properties
LUMO energy: 0.002 Eh
Total energy: -166010.350 eV

```
108
C23H56F5NO14S9, DFT ωB97M-V with the def2-TZVPD basis set
C -5.9364 -0.4939 0.4633
N -6.6033 -1.5911 -0.2339
C -7.6223 -2.2010 0.6585
C -5.7180 -2.5750 -0.7124
O -6.0630 -3.3309 -1.5871
C -4.2807 -2.7480 -0.1926
O -3.4246 -2.1379 -1.1849
C -2.1301 -2.3322 -0.9505
O -1.5912 -3.4104 -0.9303
O -1.3083 -1.1820 -0.8408
S -1.5815 -0.1326 0.3299
O -0.9300 1.0719 -0.0373
O -2.9517 -0.0247 0.6815
C -0.6901 -0.7104 1.8746
F 0.3696 0.0474 2.0755
F -1.5533 -0.4998 2.8642
C -0.2791 -2.2101 1.9398
F -1.3329 -2.9600 2.2187
F 0.5893 -2.3244 2.9566
F 0.3221 -2.6156 0.8386
H -5.4263 -0.8347 1.3599
H -5.2470 0.0100 -0.1927
H -6.6699 0.2369 0.7770
H -7.2948 -2.1029 1.6895
H -7.7463 -3.2451 0.4276
H -8.5505 -1.6740 0.5092
H -4.1031 -3.8123 -0.1945
H -4.0942 -2.3392 0.7910
C 4.7395 1.2306 4.3361
S 3.0029 1.0800 4.7644
O 2.9212 0.9225 6.2399
C 2.7594 -0.5446 4.0371
H 5.1001 2.1763 4.7325
H 5.2956 0.4045 4.7806
H 4.8466 1.2311 3.2519
H 3.4417 -1.2637 4.4911
H 2.9284 -0.4872 2.9617
H 1.7374 -0.8407 4.2322
C 1.8043 3.8224 2.2176
S 3.2801 4.2864 1.3219
O 4.4472 3.7539 2.0882
C 3.1642 6.0418 1.6776
H 1.7040 2.7393 2.1644
H 1.8942 4.1298 3.2593
H 0.9362 4.2942 1.7601
H 3.1611 6.1966 2.7563
H 2.2500 6.4383 1.2368
H 4.0296 6.5335 1.2365
C 6.7690 5.9016 3.4709
S 8.5132 6.3168 3.3791
O 8.6448 7.4412 2.4165
C 9.0066 4.8187 2.5160
H 6.2480 6.7315 3.9446
H 6.3724 5.7431 2.4692
H 6.6389 5.0015 4.0706
H 8.4576 4.7385 1.5780
H 8.8069 3.9540 3.1488
H 10.0734 4.8848 2.3137
C -1.4787 7.1065 4.8718
S -0.8921 5.6471 4.0051
O -0.3590 6.1072 2.6925
C -2.5148 4.9410 3.6966
H -0.6147 7.7177 5.1225
H -2.1530 7.6691 4.2265
H -1.9888 6.8028 5.7855
H -3.1205 5.6477 3.1295
H -2.9926 4.7053 4.6472
H -2.3799 4.0281 3.1202
C 0.8339 -5.6373 -0.5475
S 0.0484 -6.6241 -1.8278
O -0.1011 -8.0025 -1.2897
C 1.4606 -6.6283 -2.9330
H 0.1307 -5.5385 0.2765
H 1.7388 -6.1392 -0.2036
H 1.0706 -4.6515 -0.9472
H 2.3238 -7.0605 -2.4239
H 1.6796 -5.6089 -3.2479
H 1.2075 -7.2335 -3.8018
C -6.7469 -4.1449 -4.7431
S -8.4527 -3.5821 -4.6516
O -9.0008 -4.0232 -3.3450
C -9.0857 -4.7171 -5.8964
H -6.1665 -3.5950 -4.0073
H -6.6988 -5.2107 -4.5200
H -6.3556 -3.9475 -5.7418
H -8.8830 -5.7442 -5.5929
H -8.6143 -4.5028 -6.8556
H -10.1597 -4.5634 -5.9756
C 0.1653 2.6438 -4.8180
S -1.0976 2.2760 -3.5914
O -2.3965 2.2094 -4.3082
C -1.0276 3.8703 -2.7652
H 0.2557 1.7809 -5.4738
H -0.1302 3.5178 -5.3985
H 1.1163 2.8229 -4.3161
H -1.2427 4.6638 -3.4809
H -0.0391 4.0081 -2.3269
H -1.7780 3.8714 -1.9778
C 5.1286 -5.9366 -4.6312
S 4.7746 -4.6742 -3.4021
O 3.4094 -4.1554 -3.6841
C 5.9350 -3.4578 -4.0353
H 4.4715 -6.7828 -4.4420
H 4.9400 -5.5401 -5.6288
H 6.1672 -6.2526 -4.5359
H 5.6929 -3.2255 -5.0721
H 6.9485 -3.8509 -3.9586
H 5.8450 -2.5605 -3.4274
```